{"formula": "C2H20F6Na2O16S2", "method": "the ωB97M-V functional and the def2-TZVPD basis", "symbols": ["Na", "Na", "C", "F", "F", "F", "S", "O", "O", "O", "C", "F", "F", "F", "S", "O", "O", "O", "O", "H", "H", "O", "H", "H", "O", "H", "H", "O", "H", "H", "O", "H", "H", "O", "H", "H", "O", "H", "H", "O", "H", "H", "O", "H", "H", "O", "H", "H"], "positions_angstrom": [[3.15, 1.68, -1.71], [-2.10, 0.79, 3.65], [-0.10, 4.28, -1.50], [0.10, 5.07, -2.56], [0.81, 3.31, -1.44], [-0.08, 4.91, -0.33], [-1.82, 3.43, -1.76], [-2.77, 4.52, -1.86], [-1.77, 2.68, -3.00], [-2.06, 2.55, -0.61], [-0.11, -0.82, -0.50], [0.57, -1.66, -1.23], [-0.56, 0.21, -1.19], [-1.15, -1.59, -0.06], [1.01, -0.29, 1.00], [1.87, 0.81, 0.54], [0.20, 0.15, 2.12], [1.79, -1.47, 1.36], [3.85, -0.18, 2.70], [3.08, -0.72, 2.53], [3.93, 0.38, 1.93], [-4.08, -3.41, 1.07], [-3.16, -3.50, 0.80], [-4.47, -4.27, 0.90], [-0.94, -4.61, -1.61], [-0.22, -4.00, -1.74], [-0.77, -5.01, -0.75], [0.75, 2.02, 4.28], [1.56, 1.78, 4.72], [0.71, 1.43, 3.52], [0.15, -2.74, 3.21], [-0.03, -2.13, 3.92], [1.00, -2.46, 2.85], [-3.79, 0.70, -0.59], [-2.99, 1.07, -0.96], [-4.42, 0.74, -1.30], [3.02, -3.69, 0.43], [2.63, -2.92, 0.85], [2.64, -4.43, 0.90], [1.48, 1.18, -3.48], [1.37, 1.87, -4.13], [0.63, 0.72, -3.47], [2.51, 3.36, 0.93], [2.32, 2.42, 0.91], [2.81, 3.57, 0.05], [-2.52, -1.71, -3.05], [-1.63, -1.48, -2.78], [-2.42, -2.54, -3.52]], "molar_mass_g_mol": 524.268, "homo_ev": -8.59, "homo_lumo_gap_ev": 6.84, "relative_energy_kcal_mol": 0.00}